# 1
Below is C5H11O2 as an isolated structure in a non-equilibrium geometry, with properties calculated with ωB97M-V/def2-TZVPD.

F_max: 2.39 eV Å⁻¹
orbital gap: 7.32 eV
energy relative to the best compared isomer or geometry (same formula, charge and spin): 2.987 eV
LUMO: 3.67 eV

Geometry as ORCA input:
```
! wB97M-V def2-TZVPD RIJCOSX def2/J DEFGRID3
* xyz -1 1
C -0.072 0.695 -0.205
O 0.777 1.676 -0.535
C 0.236 -0.651 -0.998
C -0.745 -1.870 -1.016
C -1.570 -2.045 0.250
C -1.333 -1.808 1.522
H 0.119 0.283 0.819
H -1.119 1.028 -0.329
H 1.210 -1.007 -0.686
H 0.351 -0.337 -2.071
H -1.371 -1.803 -1.922
H -0.185 -2.810 -1.049
H -2.474 -2.641 0.055
H -0.299 -1.524 1.774
H -2.088 -1.813 2.302
H 2.778 2.716 1.149
H 1.354 2.390 0.251
O 2.053 3.236 0.789
*
```



# 2
Below is a 2-piece molecular cluster, C7H14N2 overall in a non-equilibrium geometry, with properties calculated with ωB97M-V/def2-TZVPD.

F_max: 2.19 eV Å⁻¹
orbital gap: 9.50 eV
energy relative to the best compared isomer or geometry (same formula, charge and spin): 0.710 eV
SMILES: Cc1c[nH]cn1.CCC
LUMO: 0.88 eV

Geometry as ORCA input:
```
! wB97M-V def2-TZVPD RIJCOSX def2/J DEFGRID3
* xyz 0 1
C 2.335 -1.013 0.437
C 0.995 -1.423 -0.135
C 0.022 -2.266 0.308
N -0.924 -2.243 -0.689
C -0.535 -1.314 -1.644
N 0.600 -0.764 -1.299
H 2.744 -0.150 -0.071
H 2.952 -1.909 0.269
H 2.237 -0.853 1.511
H 0.023 -3.008 1.085
H -1.700 -2.873 -0.650
H -1.291 -0.837 -2.248
C -0.623 3.059 1.964
C -0.255 2.329 0.678
C -1.361 2.275 -0.368
H -0.990 4.075 1.820
H 0.241 3.185 2.631
H -1.387 2.563 2.580
H 0.716 2.759 0.393
H 0.112 1.353 1.008
H -1.138 2.741 -1.321
H -1.597 1.218 -0.570
H -2.305 2.580 0.084
*
```



# 3
Below is one molecule with the formula C5H6N4OS2 in a non-equilibrium geometry, with properties calculated with ωB97M-V/def2-TZVPD.

F_max: 5.93 eV Å⁻¹
orbital gap (spin up / spin down): 6.77 / 5.43 eV
LUMO (spin up / spin down): 0.00 / -4.48 eV

Geometry as ORCA input:
```
! wB97M-V def2-TZVPD RIJCOSX def2/J DEFGRID3
* xyz 0 3
C -3.974 0.238 -0.186
C 3.306 0.891 -0.213
C -0.344 -0.290 0.961
C -1.416 0.674 0.567
C 0.822 -0.438 0.001
N -4.984 0.728 0.061
N 4.273 0.706 -0.783
N 0.305 -0.441 -1.581
N 1.531 -1.514 0.328
O -0.348 -0.773 2.021
S -2.389 -0.231 -0.640
S 1.815 1.411 0.472
H -1.100 1.642 0.236
H -2.118 0.936 1.341
H -0.148 0.372 -1.814
H 1.101 -0.498 -2.113
H 2.510 -1.423 0.185
H 1.159 -1.990 1.157
*
```



# 4
Below is a 2-piece molecular cluster, C5H15NO2 overall in a non-equilibrium geometry, with properties calculated with ωB97M-V/def2-TZVPD.

F_max: 5.78 eV Å⁻¹
orbital gap: 9.26 eV
energy relative to the best compared isomer or geometry (same formula, charge and spin): 2.407 eV
SMILES: CNCC[C@H](C)O.O
LUMO: 0.74 eV

Geometry as ORCA input:
```
! wB97M-V def2-TZVPD RIJCOSX def2/J DEFGRID3
* xyz 0 1
C 1.420 1.618 -0.931
N 0.800 0.927 0.257
C -0.402 0.064 -0.171
C -0.777 -1.043 0.863
C 0.382 -2.102 0.947
C 0.095 -3.450 1.473
O 1.676 -1.624 1.487
H 0.548 1.838 -1.550
H 2.080 0.898 -1.324
H 1.989 2.559 -0.518
H 1.407 0.395 0.717
H -0.346 -0.364 -1.125
H -1.219 0.834 -0.228
H -1.006 -0.710 1.912
H -1.642 -1.486 0.367
H 0.822 -2.200 -0.055
H 1.057 -3.926 1.459
H -0.343 -3.480 2.436
H -0.569 -4.068 0.752
H 1.603 -1.185 2.313
O -2.615 5.793 -2.771
H -1.959 5.836 -3.499
H -3.002 4.876 -2.812
*
```



# 5
Below is C40H33AsClF6N5PS3V as an isolated structure, with properties calculated with ωB97M-V/def2-TZVPD.

F_max: 0.86 eV Å⁻¹
orbital gap (spin up / spin down): 5.91 / 5.91 eV
energy relative to the best compared isomer or geometry (same formula, charge and spin): 1.897 eV
LUMO (spin up / spin down): 3.98 / 3.98 eV

Geometry as ORCA input:
```
! wB97M-V def2-TZVPD RIJCOSX def2/J DEFGRID3
* xyz -2 3
V 1.128 -1.429 -0.681
Cl 3.270 -1.211 2.886
C 3.273 0.365 3.605
C 4.271 0.634 4.538
C 4.282 1.844 5.207
C 3.286 2.781 4.955
C 2.314 2.503 4.011
C 2.294 1.301 3.294
P 0.943 0.993 2.031
C -0.408 1.339 3.257
C -0.452 0.486 4.364
C -1.438 0.613 5.330
C -2.417 1.593 5.202
C -2.392 2.436 4.103
C -1.397 2.311 3.137
C 1.066 2.544 1.054
C 2.255 3.269 0.946
C 2.318 4.410 0.159
C 1.200 4.844 -0.539
C 0.036 4.096 -0.492
C -0.023 2.944 0.279
H 5.029 -0.115 4.729
H 5.065 2.053 5.927
H 3.268 3.722 5.492
H 1.539 3.234 3.808
H 0.297 -0.295 4.464
H -1.459 -0.069 6.172
H -3.199 1.684 5.945
H -3.159 3.193 3.985
H -1.397 2.982 2.289
H 3.146 2.934 1.459
H 3.256 4.945 0.070
H 1.251 5.730 -1.158
H -0.818 4.377 -1.095
H -0.909 2.322 0.230
S 0.608 -2.877 0.964
C -0.848 -2.229 1.678
C -1.337 -2.758 2.874
C -2.520 -2.304 3.428
C -2.978 -2.857 4.686
N -3.324 -3.309 5.686
C -3.253 -1.309 2.768
C -2.780 -0.782 1.582
C -1.572 -1.216 1.017
S -1.005 -0.535 -0.476
C -4.504 -0.824 3.319
N -5.501 -0.437 3.741
H -0.778 -3.538 3.375
H -3.354 -0.016 1.075
F 2.808 -0.135 -0.289
As 4.132 -1.045 -1.133
F 3.160 -2.490 -0.712
F 4.970 -1.223 0.330
F 5.267 -2.013 -1.956
F 4.935 0.412 -1.472
F 3.173 -0.916 -2.538
C -1.534 -5.758 -3.198
N -0.928 -5.381 -1.938
C -1.799 -4.482 -1.193
C 0.448 -4.872 -2.073
C 0.585 -3.630 -2.933
C 0.673 -3.804 -4.315
C 0.692 -2.722 -5.188
C 0.583 -1.436 -4.682
C 0.515 -1.250 -3.309
C 0.560 -2.324 -2.411
H -2.437 -6.341 -2.998
H -0.845 -6.385 -3.768
H -1.813 -4.901 -3.829
H -2.791 -4.935 -1.119
H -1.902 -3.492 -1.659
H -1.410 -4.339 -0.186
H 1.043 -5.683 -2.503
H 0.818 -4.676 -1.070
H 0.748 -4.812 -4.713
H 0.792 -2.886 -6.255
H 0.577 -0.571 -5.336
H 0.443 -0.219 -2.952
C -3.585 2.286 -4.316
C -2.244 2.958 -4.464
C -2.082 4.081 -5.266
C -0.794 4.597 -5.306
N 0.238 4.085 -4.662
C 0.012 2.958 -3.898
S 1.297 2.232 -3.042
N -1.246 2.412 -3.793
H -4.386 2.889 -4.747
H -3.790 2.103 -3.261
H -3.567 1.314 -4.814
H -2.902 4.529 -5.812
H -0.584 5.488 -5.898
*
```



# 6
Below is one molecule with the formula C23H29NO4, with properties calculated with ωB97M-V/def2-TZVPD.

F_max: 0.59 eV Å⁻¹
orbital gap: 9.16 eV
energy relative to the best compared isomer or geometry (same formula, charge and spin): 0.553 eV
SMILES: COC(=O)c1ccc(CN2CCC(CO)(CCOc3ccccc3)CC2)cc1
LUMO: 0.60 eV

Geometry as ORCA input:
```
! wB97M-V def2-TZVPD RIJCOSX def2/J DEFGRID3
* xyz 0 1
C -0.794 5.217 6.210
O -0.007 4.652 5.175
C -0.424 4.905 3.922
O -1.402 5.570 3.680
C 0.444 4.286 2.896
C 0.106 4.451 1.554
C 0.892 3.893 0.566
C 2.029 3.160 0.891
C 2.843 2.485 -0.185
N 2.391 1.143 -0.524
C 2.493 0.198 0.568
C 2.293 -1.220 0.038
C 0.963 -1.415 -0.712
C -0.202 -1.399 0.306
O -1.473 -1.249 -0.261
C 1.062 -2.781 -1.430
C -0.026 -3.155 -2.437
O -1.193 -3.569 -1.749
C -2.249 -4.060 -2.467
C -2.284 -4.178 -3.850
C -3.413 -4.697 -4.464
C -4.505 -5.096 -3.718
C -4.471 -4.972 -2.337
C -3.354 -4.458 -1.713
C 0.812 -0.276 -1.729
C 1.066 1.097 -1.110
C 2.363 3.004 2.234
C 1.583 3.558 3.230
H -0.303 4.955 7.144
H -1.807 4.810 6.183
H -0.851 6.302 6.096
H -0.776 5.023 1.310
H 0.626 4.033 -0.472
H 3.886 2.402 0.135
H 2.810 3.078 -1.104
H 3.497 0.272 0.995
H 1.768 0.413 1.372
H 2.356 -1.927 0.868
H 3.113 -1.430 -0.651
H -0.088 -0.549 0.981
H -0.151 -2.318 0.910
H -1.651 -2.046 -0.782
H 1.100 -3.570 -0.675
H 2.006 -2.801 -1.978
H 0.344 -3.991 -3.046
H -0.256 -2.314 -3.102
H -1.448 -3.870 -4.458
H -3.431 -4.785 -5.540
H -5.379 -5.499 -4.206
H -5.319 -5.278 -1.744
H -3.311 -4.353 -0.640
H -0.199 -0.277 -2.136
H 1.526 -0.430 -2.540
H 1.016 1.851 -1.900
H 0.277 1.320 -0.374
H 3.251 2.448 2.499
H 1.850 3.434 4.268
*
```



# 7
Below is one molecule with the formula CH4O3S in a non-equilibrium geometry, with properties calculated with ωB97M-V/def2-TZVPD.

F_max: 3.17 eV Å⁻¹
orbital gap: 9.51 eV
energy relative to the best compared isomer or geometry (same formula, charge and spin): 1.908 eV
SMILES: OC(O)OS
LUMO: 0.61 eV

Geometry as ORCA input:
```
! wB97M-V def2-TZVPD RIJCOSX def2/J DEFGRID3
* xyz 0 1
O -1.143 -0.865 0.726
C -0.528 -0.354 -0.356
O -0.878 0.964 -0.590
O 0.915 -0.436 0.033
S 2.173 0.505 -0.352
H -0.595 -1.603 1.144
H -0.617 -1.078 -1.239
H -0.947 1.405 0.224
H 1.621 1.463 0.410
*
```



Question: Among the records above, which one has the lowest F_max?
Answer: C23H29NO4



Question: F_max of number 7 (CH4O3S)?
Answer: 3.17 eV Å⁻¹



Question: Look up the F_max of the first one.
Answer: 2.39 eV Å⁻¹



Question: What is the F_max in the fourth record?
Answer: 5.78 eV Å⁻¹